Entry 1:
{"formula": "C17H15BaBr4N4O3S2", "method": "ωB97M-V with the def2-TZVPD basis set", "elements": ["Ba", "N", "C", "S", "N", "N", "C", "C", "C", "C", "C", "C", "N", "H", "H", "H", "H", "H", "H", "H", "Br", "C", "C", "Br", "C", "Br", "C", "O", "C", "O", "C", "Br", "O", "S", "C", "C", "C", "C", "H", "H", "H", "H", "H", "H", "H", "H"], "positions_angstrom": [[0.104, -0.114, -0.142], [4.733, -1.867, -0.524], [3.635, -1.093, -0.253], [2.918, -0.243, -1.603], [3.343, -1.137, 1.050], [2.208, -0.417, 1.380], [1.958, -0.350, 2.627], [0.760, 0.395, 3.165], [0.489, 0.373, 4.527], [-0.613, 1.050, 5.015], [-1.424, 1.757, 4.145], [-1.081, 1.749, 2.804], [-0.022, 1.095, 2.328], [4.871, -2.090, -1.493], [4.997, -2.530, 0.184], [2.627, -0.845, 3.329], [1.130, -0.196, 5.189], [-0.839, 1.019, 6.074], [-2.298, 2.297, 4.481], [-1.682, 2.295, 2.080], [-2.557, -6.859, -1.302], [-2.005, -5.265, -0.442], [-2.014, -5.165, 0.932], [-2.572, -6.607, 2.019], [-1.602, -3.958, 1.544], [-1.591, -3.733, 3.429], [-1.178, -2.846, 0.809], [-0.798, -1.720, 1.346], [-1.167, -2.958, -0.653], [-0.774, -1.913, -1.341], [-1.583, -4.162, -1.222], [-1.559, -4.220, -3.117], [-0.263, 1.995, -1.266], [0.520, 2.307, -2.566], [0.584, 4.082, -2.664], [-0.800, 4.532, -3.120], [-1.111, 3.623, -4.306], [-0.730, 2.200, -3.874], [1.366, 4.339, -3.386], [0.899, 4.405, -1.672], [-0.827, 5.591, -3.373], [-1.512, 4.367, -2.310], [-0.501, 3.918, -5.163], [-2.152, 3.671, -4.624], [-0.350, 1.563, -4.672], [-1.536, 1.663, -3.370]], "orbital_gap_ha": 0.19265, "charge": -1, "molar_mass_g_mol": 844.4, "e_homo_ha": -0.12802}

Entry 2:
{"formula": "CHClNO2P", "method": "ωB97M-V with the def2-TZVPD basis set", "elements": ["C", "N", "O", "O", "P", "Cl", "H"], "positions_angstrom": [[-1.218, -0.177, 2.200], [0.694, -0.542, -0.044], [-2.135, 0.357, 1.682], [0.744, -2.264, 1.956], [0.174, -1.112, 1.287], [-0.833, -0.150, 3.875], [0.176, 0.249, -0.394]], "orbital_gap_ha": 0.36372, "charge": 0, "molar_mass_g_mol": 125.5, "e_homo_ha": -0.40834}

Entry 3:
{"formula": "C21H24N3NbO2SeSi", "method": "ωB97M-V with the def2-TZVPD basis set", "elements": ["Nb", "N", "C", "C", "C", "C", "C", "C", "C", "C", "C", "C", "C", "C", "H", "H", "H", "H", "H", "H", "H", "H", "H", "H", "O", "N", "N", "O", "C", "C", "C", "C", "C", "C", "H", "H", "H", "H", "H", "C", "Si", "C", "C", "Se", "H", "H", "H", "H", "H", "H", "H", "H", "H"], "positions_angstrom": [[11.135, 14.237, 6.057], [10.643, 15.592, 7.714], [10.303, 16.285, 6.511], [11.165, 17.198, 5.902], [10.589, 18.169, 5.092], [9.221, 18.225, 4.763], [8.454, 17.133, 5.185], [8.974, 16.118, 6.063], [8.263, 14.941, 6.563], [6.895, 14.797, 6.834], [6.343, 13.595, 7.223], [7.132, 12.437, 7.264], [8.514, 12.552, 7.225], [9.090, 13.795, 6.828], [11.457, 15.890, 8.252], [9.785, 15.471, 8.291], [12.221, 17.255, 6.058], [11.258, 18.947, 4.620], [8.810, 19.059, 4.209], [7.422, 17.052, 4.876], [6.312, 15.723, 6.817], [5.304, 13.548, 7.450], [6.666, 11.501, 7.442], [9.118, 11.685, 7.401], [10.541, 13.614, 4.351], [10.510, 12.151, 4.242], [10.872, 11.596, 5.324], [11.430, 12.334, 6.364], [10.778, 10.231, 5.616], [10.179, 9.334, 4.690], [9.856, 8.059, 5.119], [10.157, 7.632, 6.410], [10.891, 8.475, 7.238], [11.225, 9.743, 6.859], [9.917, 9.721, 3.698], [9.436, 7.344, 4.403], [9.779, 6.667, 6.715], [11.269, 8.185, 8.214], [11.719, 10.463, 7.496], [15.042, 11.093, 5.562], [15.354, 12.869, 5.880], [16.408, 12.865, 7.373], [16.090, 13.561, 4.334], [13.621, 14.460, 6.524], [15.785, 10.613, 4.934], [14.025, 10.956, 5.107], [15.153, 10.561, 6.570], [17.081, 12.024, 7.267], [15.842, 12.810, 8.300], [17.002, 13.747, 7.383], [16.974, 13.003, 4.011], [16.491, 14.561, 4.610], [15.416, 13.719, 3.509]], "orbital_gap_ha": [0.22771, 0.22761], "charge": 2, "molar_mass_g_mol": 550.4, "e_homo_ha": [-0.53968, -0.53968]}

Entry 4:
{"formula": "C30H35F9N3O25", "method": "ωB97M-V with the def2-TZVPD basis set", "elements": ["C", "C", "N", "C", "C", "F", "N", "C", "N", "O", "C", "H", "H", "H", "H", "H", "H", "H", "H", "H", "H", "H", "C", "C", "O", "C", "O", "O", "F", "H", "H", "H", "C", "C", "O", "C", "O", "O", "F", "H", "H", "H", "C", "C", "O", "C", "O", "O", "F", "H", "H", "H", "C", "C", "O", "C", "O", "O", "F", "H", "H", "H", "C", "C", "O", "C", "O", "O", "F", "H", "H", "H", "C", "C", "O", "C", "O", "O", "F", "H", "H", "H", "C", "C", "O", "C", "O", "O", "F", "H", "H", "H", "C", "C", "O", "C", "O", "O", "F", "H", "H", "H"], "positions_angstrom": [[1.272, 5.612, 0.016], [0.676, 4.626, 0.326], [0.040, 3.376, 0.532], [-0.231, 3.117, 2.007], [0.653, 2.064, 2.696], [1.530, 2.702, 3.540], [1.383, 1.157, 1.873], [1.896, 1.732, 0.649], [2.537, 0.677, -0.127], [2.775, 2.777, 0.982], [0.735, 2.275, -0.182], [1.661, 6.524, -0.370], [-0.867, 3.477, 0.061], [-1.287, 2.890, 2.137], [-0.068, 4.062, 2.522], [0.012, 1.463, 3.340], [0.903, 0.283, 1.713], [3.490, 0.625, 0.219], [2.631, 1.013, -1.080], [3.324, 2.465, 1.711], [0.017, 1.464, -0.291], [1.012, 2.570, -1.188], [-0.190, 3.806, -5.125], [-1.691, 3.771, -5.273], [-2.093, 3.075, -4.088], [-1.157, 3.324, -3.154], [-1.296, 3.110, -1.984], [-0.040, 3.836, -3.691], [-2.073, 3.063, -6.350], [0.277, 2.903, -5.519], [0.268, 4.679, -5.582], [-2.174, 4.749, -5.293], [0.745, 3.853, 6.834], [-0.749, 3.762, 6.685], [-1.142, 3.135, 7.883], [-0.210, 3.468, 8.836], [-0.357, 3.328, 9.997], [0.901, 3.988, 8.246], [-1.092, 2.977, 5.619], [1.243, 2.943, 6.493], [1.172, 4.709, 6.315], [-1.255, 4.725, 6.595], [-3.997, 1.236, -2.419], [-5.312, 1.709, -1.857], [-6.169, 0.608, -2.118], [-5.395, -0.514, -2.133], [-5.799, -1.623, -2.073], [-4.080, -0.177, -2.215], [-5.777, 2.801, -2.520], [-3.907, 1.443, -3.484], [-3.139, 1.649, -1.902], [-5.300, 1.914, -0.786], [-8.049, 4.685, 0.171], [-8.415, 4.588, 1.632], [-7.858, 3.333, 2.002], [-6.804, 3.104, 1.184], [-5.969, 2.277, 1.371], [-6.818, 3.948, 0.125], [-9.751, 4.556, 1.821], [-8.789, 4.197, -0.465], [-7.903, 5.707, -0.167], [-7.983, 5.370, 2.260], [-1.805, -2.622, -2.601], [-0.609, -3.502, -2.340], [0.206, -3.256, -3.477], [-0.078, -1.995, -3.910], [0.592, -1.368, -4.660], [-1.223, -1.541, -3.342], [-0.935, -4.815, -2.297], [-2.556, -3.126, -3.211], [-2.272, -2.257, -1.691], [-0.049, -3.248, -1.437], [5.550, 3.185, -0.883], [6.753, 2.368, -0.483], [7.619, 2.541, -1.585], [7.329, 3.755, -2.144], [8.012, 4.325, -2.917], [6.134, 4.216, -1.676], [6.438, 1.051, -0.354], [4.855, 2.604, -1.494], [5.016, 3.602, -0.033], [7.250, 2.708, 0.427], [1.615, -6.838, -1.595], [2.740, -7.811, -1.352], [3.507, -7.153, -0.352], [2.652, -6.367, 0.356], [2.896, -5.877, 1.407], [1.476, -6.224, -0.305], [3.505, -7.981, -2.458], [1.883, -6.078, -2.331], [0.689, -7.317, -1.899], [2.421, -8.783, -0.978], [3.093, -10.651, 1.908], [4.223, -11.631, 1.717], [3.752, -12.436, 0.648], [2.914, -11.669, -0.099], [2.545, -11.929, -1.192], [2.563, -10.543, 0.580], [4.412, -12.406, 2.811], [2.324, -11.044, 2.576], [3.424, -9.682, 2.274], [5.174, -11.175, 1.432]], "orbital_gap_ha": 0.35888, "charge": 1, "molar_mass_g_mol": 1008.6, "e_homo_ha": -0.46981}

Entry 5:
{"formula": "C3H9N2O", "method": "ωB97M-V with the def2-TZVPD basis set", "elements": ["C", "C", "C", "N", "N", "O", "H", "H", "H", "H", "H", "H", "H", "H", "H"], "positions_angstrom": [[-2.065, 0.655, -0.062], [-1.085, -0.370, 0.487], [0.184, -0.631, -0.319], [1.018, -1.579, 0.079], [1.098, 0.815, -0.069], [-2.256, -0.651, -0.230], [-2.766, 1.229, 0.674], [-1.972, 1.157, -0.997], [-1.297, -0.860, 1.405], [-0.064, -0.849, -1.324], [1.688, -2.095, -0.669], [1.254, -1.866, 1.026], [1.169, 0.586, 0.988], [0.760, 1.663, -0.409], [1.980, 0.699, -0.595]], "orbital_gap_ha": 0.39939, "charge": 1, "molar_mass_g_mol": 89.1, "smiles": "N[C@H]([NH3+])[C@H]1CO1", "e_homo_ha": -0.53244}

Entry 6:
{"formula": "C19H50O10", "method": "ωB97M-V with the def2-TZVPD basis set", "elements": ["C", "C", "O", "C", "O", "C", "C", "O", "H", "H", "H", "H", "H", "H", "H", "H", "C", "C", "O", "H", "H", "H", "H", "H", "H", "C", "C", "O", "H", "H", "H", "H", "H", "H", "C", "C", "O", "H", "H", "H", "H", "H", "H", "C", "C", "O", "H", "H", "H", "H", "H", "H", "C", "C", "O", "H", "H", "H", "H", "H", "H", "C", "C", "O", "H", "H", "H", "H", "H", "H", "C", "C", "O", "H", "H", "H", "H", "H", "H"], "positions_angstrom": [[1.172, -0.486, 1.429], [-0.177, 0.154, 1.206], [-1.014, 0.019, 2.356], [-2.247, -0.442, 2.056], [-3.011, -0.660, 2.905], [-2.377, -0.589, 0.561], [-0.905, -0.700, 0.145], [-0.584, -2.082, 0.092], [1.838, 0.157, 1.980], [1.046, -1.405, 1.970], [1.605, -0.663, 0.459], [-0.187, 1.143, 0.782], [-2.704, 0.357, 0.142], [-2.997, -1.378, 0.192], [-0.769, -0.323, -0.855], [-0.747, -2.493, 0.949], [2.344, 4.389, -0.662], [1.779, 3.201, 0.095], [1.299, 2.193, -0.796], [1.585, 4.820, -1.315], [2.695, 5.160, 0.024], [3.181, 4.081, -1.293], [0.934, 3.508, 0.710], [2.541, 2.768, 0.751], [2.045, 1.905, -1.333], [5.757, -1.663, 0.289], [4.483, -2.437, 0.006], [3.575, -1.679, -0.791], [5.531, -0.728, 0.800], [6.440, -2.242, 0.912], [6.269, -1.409, -0.643], [3.965, -2.672, 0.934], [4.711, -3.377, -0.508], [4.016, -1.474, -1.622], [8.891, -2.689, 4.091], [9.065, -1.427, 3.265], [7.833, -0.725, 3.116], [8.156, -3.348, 3.627], [9.834, -3.229, 4.187], [8.527, -2.448, 5.092], [9.410, -1.672, 2.262], [9.804, -0.765, 3.729], [7.520, -0.490, 3.996], [-5.889, -3.709, 0.468], [-6.476, -2.984, -0.729], [-5.989, -3.520, -1.957], [-4.800, -3.645, 0.454], [-6.254, -3.281, 1.403], [-6.152, -4.769, 0.446], [-6.196, -1.932, -0.713], [-7.569, -3.047, -0.717], [-6.240, -4.449, -1.992], [-0.783, 2.335, -4.136], [-2.141, 2.622, -3.521], [-2.129, 2.326, -2.125], [-0.509, 1.290, -3.986], [-0.778, 2.550, -5.204], [-0.012, 2.944, -3.655], [-2.911, 2.001, -3.977], [-2.419, 3.671, -3.665], [-1.452, 2.878, -1.717], [-3.297, -2.295, 6.088], [-4.614, -2.954, 5.733], [-5.430, -2.077, 4.962], [-3.470, -1.372, 6.643], [-2.668, -2.955, 6.690], [-2.755, -2.030, 5.178], [-5.179, -3.206, 6.630], [-4.440, -3.877, 5.169], [-4.938, -1.844, 4.165], [-1.868, 4.652, -7.046], [-3.366, 4.527, -6.833], [-3.812, 5.356, -5.763], [-1.336, 4.388, -6.134], [-1.530, 4.002, -7.854], [-1.596, 5.681, -7.292], [-3.630, 3.504, -6.569], [-3.908, 4.794, -7.746], [-3.598, 6.268, -5.988]], "orbital_gap_ha": 0.37015, "charge": 0, "molar_mass_g_mol": 438.6, "smiles": "C[C@@H]1OC(=O)C[C@@H]1O.CCO.CCO.CCO.CCO.CCO.CCO.CCO", "e_homo_ha": -0.35443}

Entry 7:
{"formula": "H2N2O4S", "method": "ωB97M-V with the def2-TZVPD basis set", "elements": ["N", "N", "O", "O", "O", "O", "S", "H", "H"], "positions_angstrom": [[-0.920, 1.087, 1.010], [0.480, -1.119, -0.474], [-0.689, -0.118, 1.435], [-0.493, 1.407, -0.076], [1.758, -0.328, -2.465], [-1.571, 1.784, 1.749], [0.473, -0.386, -1.832], [-0.199, -0.717, 0.690], [1.160, -1.610, -0.037]], "orbital_gap_ha": 0.34591, "charge": 0, "molar_mass_g_mol": 126.1, "e_homo_ha": -0.40678}

Entry 8:
{"formula": "C20H11F5IN5O2RhS3", "method": "ωB97M-V with the def2-TZVPD basis set", "elements": ["Rh", "N", "C", "S", "N", "N", "C", "C", "C", "C", "C", "C", "N", "H", "H", "H", "H", "H", "H", "H", "F", "C", "C", "C", "F", "C", "F", "C", "F", "C", "F", "O", "S", "O", "N", "C", "S", "C", "C", "C", "C", "C", "C", "H", "H", "H", "H", "I"], "positions_angstrom": [[0.197, -1.169, -0.014], [-1.716, -1.472, 3.816], [-1.142, -1.173, 2.619], [-0.170, -2.399, 1.876], [-1.377, 0.042, 2.162], [-0.791, 0.263, 0.968], [-0.950, 1.381, 0.361], [-0.374, 1.497, -0.973], [-0.496, 2.655, -1.728], [0.052, 2.683, -3.001], [0.698, 1.560, -3.483], [0.778, 0.434, -2.675], [0.262, 0.406, -1.452], [-1.849, -2.453, 3.998], [-2.482, -0.871, 4.074], [-1.543, 2.170, 0.805], [-1.018, 3.506, -1.316], [-0.031, 3.575, -3.609], [1.130, 1.535, -4.472], [1.256, -0.475, -3.001], [3.008, -0.642, -1.455], [3.091, -0.343, -0.146], [1.991, -0.473, 0.702], [2.252, -0.029, 1.995], [1.298, 0.011, 2.942], [3.486, 0.435, 2.429], [3.653, 0.833, 3.701], [4.546, 0.505, 1.553], [5.743, 0.957, 1.953], [4.336, 0.118, 0.246], [5.343, 0.203, -0.638], [-3.257, -2.381, 1.023], [-3.209, -1.592, -0.176], [-3.554, -0.196, -0.063], [-1.776, -1.754, -0.999], [-1.994, -2.127, -2.275], [-0.931, -2.133, -3.539], [-3.414, -2.554, -2.513], [-3.963, -3.118, -3.655], [-5.313, -3.437, -3.646], [-6.107, -3.191, -2.526], [-5.560, -2.621, -1.386], [-4.212, -2.322, -1.419], [-3.333, -3.295, -4.515], [-5.760, -3.886, -4.524], [-7.158, -3.450, -2.547], [-6.157, -2.423, -0.506], [1.418, -3.371, -0.970]], "orbital_gap_ha": 0.24460, "charge": -1, "molar_mass_g_mol": 774.3, "e_homo_ha": -0.17180}

Number 1: E -332512.757 eV. Number 2: E -28448.937 eV. Number 3: E -105487.351 eV. Number 4: E -111784.782 eV. Number 5: E -8275.004 eV. Number 6: E -40987.015 eV. Number 7: E -22032.459 eV. Number 8: E -89669.497 eV.